{
  "formula": "C16H51NO10",
  "method": "ωB97M-V/def2-TZVPD",
  "elements": ["C", "O", "C", "C", "N", "C", "C", "O", "C", "H", "H", "H", "H", "H", "H", "H", "H", "H", "H", "H", "H", "H", "H", "H", "C", "C", "O", "H", "H", "H", "H", "H", "H", "C", "C", "O", "H", "H", "H", "H", "H", "H", "C", "O", "H", "H", "H", "H", "C", "O", "H", "H", "H", "H", "C", "O", "H", "H", "H", "H", "C", "O", "H", "H", "H", "H", "C", "O", "H", "H", "H", "H", "C", "O", "H", "H", "H", "H"],
  "xyz": [[2.6570, -2.5129, -0.3857], [3.0492, -3.7602, 0.1056], [3.4767, -4.6701, -0.8606], [2.4410, -5.0880, -1.9236], [1.3397, -5.7325, -1.2722], [0.4621, -6.3328, -2.3066], [-0.7416, -7.2090, -1.8245], [-1.6261, -6.4622, -0.9942], [-2.7510, -7.2765, -0.4797], [3.1307, -2.2957, -1.3430], [2.8100, -1.7765, 0.4032], [1.5714, -2.5582, -0.4729], [3.8345, -5.5895, -0.3972], [4.4258, -4.3409, -1.2835], [3.0953, -5.7348, -2.5081], [2.2484, -4.2859, -2.6362], [0.7674, -5.0769, -0.7596], [0.9401, -6.9750, -3.0464], [0.1959, -5.5053, -2.9642], [-0.2417, -8.0822, -1.4055], [-1.2547, -7.5752, -2.7137], [-3.2234, -7.8521, -1.2757], [-3.5298, -6.6552, -0.0374], [-2.4175, -7.9032, 0.3474], [-5.2722, 4.2911, 1.6179], [-4.1751, 3.3345, 2.0319], [-3.1601, 3.4839, 1.0700], [-5.8528, 4.1021, 0.7150], [-4.6781, 5.1822, 1.4153], [-6.0495, 4.3939, 2.3751], [-4.4754, 2.2879, 1.9827], [-3.8352, 3.4922, 3.0555], [-3.4938, 3.9167, 0.2808], [0.8084, 1.4808, 1.0128], [-0.0361, 1.7324, -0.2814], [-0.5891, 3.0877, 0.0387], [1.4614, 0.6173, 1.1398], [0.2454, 1.7334, 1.9113], [1.6426, 2.1651, 1.1678], [-0.9096, 1.0846, -0.3548], [0.5608, 1.6974, -1.1928], [-1.5272, 2.9653, 0.2018], [3.3910, 1.4350, 4.0370], [4.6841, 1.4397, 4.5200], [3.3393, 0.8889, 3.0951], [2.7570, 0.8027, 4.6586], [2.9492, 2.4215, 3.8961], [4.8930, 0.5185, 4.6914], [-0.0748, 5.3046, 2.7848], [0.1232, 5.2594, 1.3245], [-1.1119, 5.3453, 3.1180], [0.3290, 4.4186, 3.2746], [0.4307, 6.1793, 3.1941], [-0.2201, 4.4303, 0.9835], [-4.3049, 1.8842, -1.8078], [-3.8142, 0.8190, -2.6898], [-3.5544, 2.6731, -1.8574], [-5.1901, 2.3468, -2.2443], [-4.4623, 1.5674, -0.7768], [-3.4796, 1.2370, -3.4866], [0.7639, -2.4759, 2.9773], [-0.3228, -2.7559, 2.0426], [1.4803, -3.2948, 3.0420], [1.2108, -1.4844, 2.9045], [0.1680, -2.4500, 3.8897], [-0.0051, -2.8975, 1.1478], [3.0354, 2.0787, -3.6203], [3.1654, 0.8075, -3.0609], [3.5332, 2.0994, -4.5898], [1.9749, 2.2923, -3.7536], [3.5334, 2.7944, -2.9662], [2.6622, 0.1628, -3.5638], [0.1511, 5.8860, -1.8539], [0.0068, 7.0108, -1.0123], [-0.6877, 5.6286, -2.5007], [0.9506, 6.1040, -2.5619], [0.4468, 5.0020, -1.2890], [-0.0754, 6.7232, -0.1001]],
  "mulliken_charge": [-0.58, -0.40, -0.86, -0.42, -0.25, -0.82, -0.54, -0.29, -0.74, 0.51, 0.07, 0.11, 0.41, 0.48, 0.38, 0.36, 0.14, 0.43, 0.45, 0.33, 0.39, 0.30, 0.25, 0.30, -1.24, -0.24, -0.52, 0.31, 0.38, 0.35, 0.26, 0.31, 0.19, -0.80, -0.09, -0.37, 0.07, 0.31, 0.37, 0.27, 0.09, 0.20, -0.34, -0.54, 0.12, 0.27, 0.18, 0.31, -0.64, -0.42, 0.26, 0.17, 0.29, 0.44, -0.34, -0.54, 0.05, 0.35, 0.19, 0.30, -0.43, -0.52, 0.28, 0.10, 0.30, 0.28, -0.60, -0.47, 0.30, 0.25, 0.21, 0.29, -0.31, -0.57, 0.22, 0.27, -0.02, 0.43],
  "homo_lumo_gap_ev": 9.38,
  "smiles": "COCCNCCOC.CCO.CCO.CO.CO.CO.CO.CO.CO",
  "lumo_ev": 0.30,
  "e_tot_ha": -1447.0880
}